This record from the OMol25 dataset describes a structure of composition C32H83F3N7O9Zn in a non-equilibrium geometry. The level of theory is the ωB97M-V functional and the def2-TZVPD basis.

Structure (XYZ):
```
135
Properties=species:S:1:pos:R:3:forces:R:3
Zn 1.209 0.532 -4.484 -0.1 -0.3 0.8
C -0.498 -0.427 0.378 4.0 0.5 -1.2
O 0.771 0.176 0.891 -2.1 -0.6 -0.3
O -0.329 -0.403 -1.018 -1.3 -0.6 2.8
C -0.736 -1.847 1.142 0.7 -0.3 -2.5
F 0.230 -2.769 0.888 0.6 1.0 0.5
F -0.929 -1.795 2.448 0.1 0.5 0.0
F -1.779 -2.394 0.547 -1.7 0.0 0.0
C 0.721 0.774 2.191 2.2 0.0 0.1
C 2.002 1.656 2.222 -1.0 -0.3 0.5
H 1.889 2.398 1.431 0.5 0.0 0.0
H 2.105 2.161 3.183 -0.2 0.2 0.0
H 2.893 1.033 2.154 -0.1 0.1 -0.5
H 0.875 -0.024 2.917 -0.5 0.0 0.3
H -0.153 1.377 2.436 -0.3 -0.2 -0.4
H -1.272 0.290 0.651 -0.7 -0.1 0.0
C -3.113 2.589 -7.079 -0.1 0.1 -1.2
C -1.740 2.444 -6.533 -0.2 1.2 3.3
C -1.713 3.270 -5.213 0.9 -1.2 -0.8
O -0.396 3.207 -4.693 0.1 0.4 -0.1
C -0.225 3.991 -3.509 0.5 -0.5 0.2
N -1.509 0.991 -6.235 1.2 1.3 -1.2
H -3.459 3.620 -7.161 0.1 0.0 0.0
H -3.798 2.031 -6.441 -0.2 0.0 -0.2
H -3.043 2.155 -8.076 -0.8 0.0 -0.1
H -0.926 2.862 -7.126 -0.1 -0.3 -0.4
H -2.397 2.771 -4.526 -0.3 0.4 0.2
H -1.941 4.316 -5.417 -0.4 0.0 0.1
H -1.008 4.706 -3.254 -0.4 -0.3 -0.4
H 0.678 4.592 -3.621 0.2 -0.3 0.1
H -0.155 3.243 -2.720 0.2 0.5 0.5
H -2.410 0.547 -6.343 -0.2 -0.4 0.5
H -1.093 0.840 -7.143 0.6 -1.4 -0.1
C -9.409 -3.273 -2.116 0.0 -0.2 -1.8
C -8.269 -4.177 -2.587 2.1 -0.9 0.7
C -8.516 -5.277 -3.693 -1.5 2.0 0.6
O -7.535 -6.253 -3.839 0.4 -0.1 0.8
C -8.071 -7.396 -4.464 0.1 0.1 -0.6
N -7.165 -3.299 -3.044 -0.1 0.1 -0.9
H -10.112 -3.577 -1.340 0.4 -0.4 0.0
H -9.964 -3.121 -3.042 -0.6 0.4 0.1
H -8.949 -2.310 -1.896 -0.3 0.0 0.4
H -7.767 -4.653 -1.745 -0.9 -0.8 0.4
H -8.662 -4.744 -4.633 0.2 0.3 -0.3
H -9.508 -5.685 -3.502 -0.1 -0.6 0.4
H -7.273 -8.102 -4.695 0.0 0.1 0.3
H -8.514 -7.103 -5.416 -0.2 0.0 -0.2
H -8.853 -7.867 -3.867 0.0 -0.1 0.2
H -6.323 -3.852 -2.978 0.3 0.1 -0.2
H -7.046 -2.517 -2.417 0.0 0.0 0.2
C 5.664 1.917 7.575 0.3 0.8 0.9
C 6.851 2.953 7.641 -2.8 1.5 1.0
C 6.239 4.437 7.485 1.0 -0.8 -0.2
O 7.276 5.387 7.876 -0.6 -0.6 -1.0
C 8.004 5.784 6.718 0.1 1.3 0.2
N 7.383 2.926 9.005 0.5 -0.5 0.3
H 4.942 2.187 8.346 0.4 0.2 0.8
H 6.035 0.934 7.865 -0.2 -0.1 -0.5
H 4.915 1.930 6.784 1.0 -0.2 -1.0
H 7.669 2.739 6.954 -0.2 0.1 -0.2
H 5.335 4.607 8.069 0.5 -0.4 1.1
H 5.767 4.634 6.522 0.9 0.2 -0.8
H 8.442 4.975 6.133 -0.6 -0.2 -0.2
H 8.852 6.440 6.914 0.2 -0.3 1.1
H 7.379 6.509 6.197 -0.3 -0.6 -0.9
H 6.663 3.055 9.703 -0.7 -0.5 -0.1
H 7.914 3.767 9.180 0.6 0.1 -0.5
C -5.864 -0.885 4.543 -1.8 1.5 -0.4
C -7.297 -0.525 3.996 0.2 0.5 -0.2
C -7.340 -0.275 2.472 -0.9 -0.9 0.4
O -6.574 0.855 2.194 0.5 0.9 -1.5
C -6.802 1.441 0.875 0.2 -1.4 0.7
N -8.253 -1.510 4.429 -0.7 -1.5 -0.8
H -5.163 -0.141 4.163 0.1 -0.2 0.0
H -5.576 -1.897 4.258 -0.1 0.1 0.2
H -5.963 -0.718 5.615 0.5 -0.5 0.1
H -7.777 0.385 4.356 1.4 0.9 0.5
H -8.357 -0.096 2.122 -0.6 0.2 0.4
H -7.122 -1.203 1.942 1.0 -0.1 -0.4
H -6.067 2.232 0.725 -0.4 0.1 0.2
H -7.841 1.727 0.709 -0.1 0.6 0.5
H -6.664 0.700 0.088 0.5 -0.3 0.0
H -9.186 -1.163 4.262 -0.1 -0.1 0.0
H -8.203 -1.772 5.403 0.3 0.2 0.0
C 5.625 -1.154 -1.812 -0.1 -1.2 0.5
C 4.655 -1.174 -2.994 1.9 -2.1 -0.6
C 3.999 -2.549 -3.299 -1.8 1.2 0.5
O 2.920 -2.232 -4.245 0.2 -1.2 0.5
C 2.115 -3.403 -4.575 1.1 0.5 -0.7
N 3.750 -0.120 -2.754 -1.4 2.2 -0.1
H 6.579 -1.616 -2.068 0.1 0.2 0.2
H 5.179 -1.698 -0.980 0.0 -0.5 0.0
H 5.723 -0.166 -1.362 0.5 0.2 -0.6
H 5.242 -0.984 -3.893 -0.2 0.4 -0.2
H 3.548 -2.995 -2.413 -0.3 0.3 0.4
H 4.676 -3.343 -3.614 0.3 0.4 -0.8
H 1.346 -3.705 -3.864 0.3 0.3 0.4
H 2.826 -4.211 -4.753 -0.3 -0.3 0.0
H 1.636 -3.182 -5.528 0.0 0.0 0.0
H 4.335 0.701 -2.820 0.0 0.7 -0.9
H 3.642 -0.039 -1.753 -1.2 -0.6 0.5
C 0.612 10.236 1.907 -1.0 0.2 -0.4
C 1.516 9.288 1.147 1.0 -2.1 0.1
C 2.375 9.938 0.057 0.1 1.9 0.6
O 1.579 10.583 -0.880 -1.6 0.8 -0.6
C 2.229 11.463 -1.778 0.5 -1.1 -0.4
N 2.341 8.624 2.174 0.6 0.5 0.8
H 1.108 11.010 2.493 0.4 0.3 -0.6
H -0.008 9.776 2.677 0.2 -0.8 -0.2
H -0.115 10.633 1.200 0.2 0.6 0.0
H 0.950 8.495 0.658 -0.5 0.0 0.1
H 3.132 9.417 -0.530 0.2 -1.0 0.7
H 2.845 10.743 0.622 0.9 0.1 0.1
H 2.630 10.856 -2.591 -0.2 -0.1 -0.6
H 3.156 11.908 -1.417 -0.3 0.5 0.8
H 1.511 12.183 -2.170 0.2 0.0 0.2
H 2.886 7.780 2.074 -0.5 -0.2 -1.1
H 3.028 9.274 2.530 -0.1 0.4 0.2
C 5.561 -9.940 -1.749 -1.2 -0.8 1.0
C 5.212 -10.009 -0.218 0.0 1.6 -0.4
C 3.918 -9.243 0.250 -0.1 -1.8 -1.1
O 2.783 -10.150 -0.055 0.7 1.6 1.2
C 1.513 -9.556 0.259 0.5 -0.2 -1.1
N 5.304 -11.295 0.366 0.2 -2.1 -0.2
H 6.470 -10.515 -1.926 0.3 0.5 0.1
H 5.624 -8.871 -1.949 0.3 -0.2 -0.5
H 4.829 -10.411 -2.405 -0.4 0.2 0.1
H 6.093 -9.458 0.110 -0.2 0.4 0.8
H 3.812 -8.275 -0.240 -0.2 0.1 -0.3
H 3.993 -9.049 1.320 -0.2 -0.2 0.2
H 0.767 -10.271 -0.091 0.0 0.1 0.0
H 1.447 -8.635 -0.321 -0.4 0.2 -0.1
H 1.277 -9.289 1.289 0.6 -0.3 0.4
H 4.965 -11.426 1.309 0.1 0.8 0.3
H 4.762 -11.990 -0.127 0.0 0.1 -0.5
```
Forces are in eV/Å.

HOMO: -0.370 hartree
energy above the lowest of the compared OMol25 structures with the same formula, charge and spin: 907.12 kJ/mol
charge: +1
DFT total energy: -119937.3889 eV

These are the Mulliken partial charges, in e, on atoms 1 to 99: number 1, Zn, carries 0.9704; number 2, C, carries -0.0247; number 3, O, carries -0.2149; number 4, O, carries -0.5377; number 5, C, carries 0.7712; number 6, F, carries -0.2713; number 7, F, carries -0.2208; number 8, F, carries -0.2593; number 9, C, carries -0.2401; number 10, C, carries -1.2351; number 11, H, carries 0.2880; number 12, H, carries 0.4117; number 13, H, carries 0.2939; number 14, H, carries 0.2847; number 15, H, carries 0.3582; number 16, H, carries 0.3175; number 17, C, carries -1.4694; number 18, C, carries 0.1575; number 19, C, carries -0.8515; number 20, O, carries -0.2505; number 21, C, carries -0.8116; number 22, N, carries -0.5324; number 23, H, carries 0.3991; number 24, H, carries 0.4190; number 25, H, carries 0.3907; number 26, H, carries 0.4061; number 27, H, carries 0.3312; number 28, H, carries 0.4677; number 29, H, carries 0.3630; number 30, H, carries 0.2650; number 31, H, carries 0.2694; number 32, H, carries 0.2737; number 33, H, carries 0.3009; number 34, C, carries -1.2477; number 35, C, carries 0.5271; number 36, C, carries -0.7771; number 37, O, carries -0.3251; number 38, C, carries -0.7202; number 39, N, carries -0.7762; number 40, H, carries 0.3174; number 41, H, carries 0.3311; number 42, H, carries 0.3077; number 43, H, carries 0.3175; number 44, H, carries 0.3365; number 45, H, carries 0.4027; number 46, H, carries 0.2592; number 47, H, carries 0.3150; number 48, H, carries 0.3046; number 49, H, carries 0.2524; number 50, H, carries 0.1755; number 51, C, carries -1.3602; number 52, C, carries 0.3153; number 53, C, carries -0.6505; number 54, O, carries -0.3863; number 55, C, carries -0.6987; number 56, N, carries -0.7179; number 57, H, carries 0.3412; number 58, H, carries 0.3419; number 59, H, carries 0.3493; number 60, H, carries 0.2892; number 61, H, carries 0.3605; number 62, H, carries 0.3868; number 63, H, carries 0.2579; number 64, H, carries 0.2888; number 65, H, carries 0.2955; number 66, H, carries 0.2922; number 67, H, carries 0.2953; number 68, C, carries -1.2100; number 69, C, carries 0.5026; number 70, C, carries -0.8131; number 71, O, carries -0.2896; number 72, C, carries -0.7370; number 73, N, carries -0.6934; number 74, H, carries 0.3052; number 75, H, carries 0.3254; number 76, H, carries 0.3585; number 77, H, carries 0.2520; number 78, H, carries 0.3323; number 79, H, carries 0.3673; number 80, H, carries 0.2516; number 81, H, carries 0.3205; number 82, H, carries 0.2660; number 83, H, carries 0.2444; number 84, H, carries 0.2181; number 85, C, carries -1.5838; number 86, C, carries 0.5010; number 87, C, carries -0.9062; number 88, O, carries -0.2541; number 89, C, carries -0.8046; number 90, N, carries -0.4566; number 91, H, carries 0.3753; number 92, H, carries 0.4350; number 93, H, carries 0.4296; number 94, H, carries 0.2774; number 95, H, carries 0.3702; number 96, H, carries 0.4463; number 97, H, carries 0.2887; number 98, H, carries 0.3365; number 99, H, carries 0.2773